Entry 1:
9
Properties=species:S:1:pos:R:3:forces:R:3 method="wB97M-V/def2-TZVPD" gap_ev="7.93 / 7.32" charge=+1 homo_energy_ha="-0.5048 / -0.5147" e_tot_ha=-533.673929 relative_energy_kcal_mol=55.4 multiplicity=2
O -2.296257 -3.737260 -1.405048 0.0513 -0.0657 0.0427
C -1.740829 -2.893790 -0.925692 -2.2428 -2.7639 -1.7377
O -0.520437 0.883122 -0.755574 -0.5312 1.4754 -1.9075
C 0.436399 1.583829 -0.315018 -0.1827 2.8894 4.7248
C 1.168649 1.114360 0.833658 2.0890 -2.9225 -1.9722
O 0.906281 -0.081750 1.249123 2.5158 2.8564 2.3270
H 2.159894 1.548503 1.025500 -0.6521 0.4108 0.8146
Pb -0.422000 -1.037444 0.035316 -0.6163 -1.6772 0.4008
H 0.308301 2.620430 0.257735 -0.4310 -0.2028 -2.6925

=====

Entry 2:
9
Properties=species:S:1:pos:R:3:forces:R:3 method="wB97M-V/def2-TZVPD" gap_ev=9.24 charge=+1 homo_energy_ha=-0.4840 e_tot_ha=-365.038362 relative_energy_kcal_mol=55.4
C -0.013973 -2.274621 0.005859 0.3452 0.2631 0.9245
C -0.282757 -1.189455 0.482398 0.2605 -0.9840 -2.2930
O -0.601715 0.070715 0.528856 -0.3580 1.4946 0.1813
C -0.111887 1.030244 -0.438924 1.4848 -0.4099 2.2792
O 0.035596 0.644271 -1.655527 -1.1932 -2.3380 -1.0974
O 0.280136 2.065757 0.030194 -0.8970 -0.2989 -0.4027
H 0.443801 -3.238870 -0.139541 -0.3857 0.3009 0.0193
Rb 0.566694 3.200686 3.035332 -0.0399 -0.1102 -0.3221
H -0.315894 -0.308726 -1.848648 0.7833 2.0823 0.7109

=====

Entry 3:
9
Properties=species:S:1:pos:R:3:forces:R:3 method="wB97M-V/def2-TZVPD" gap_ev="8.79 / 8.90" charge=+3 homo_energy_ha="-0.8886 / -0.9682" e_tot_ha=-434.580401 relative_energy_kcal_mol=0.0 multiplicity=6
C 0.580927 -1.994934 -0.631954 -2.2578 -3.0133 1.0728
C 1.265035 -0.955042 -1.029873 1.3056 8.2557 -0.0330
O 1.495135 0.202022 -1.081730 -0.0081 -4.9081 -0.4845
C -1.004226 1.082613 0.783452 -3.1572 -3.9948 2.2265
O -1.470469 0.037670 0.938376 1.7284 1.9867 -1.3768
O -0.745652 2.216585 0.954164 0.9391 -0.4610 -0.7700
H 0.804617 -2.993003 -1.002852 -0.2233 -0.2970 0.2450
Ru -0.616270 4.118345 1.015631 0.1684 3.3592 0.2476
H -0.309093 -1.714259 0.054788 1.5048 -0.9274 -1.1275

=====

Entry 4:
9
Properties=species:S:1:pos:R:3:forces:R:3 method="wB97M-V/def2-TZVPD" smiles="O=C1OCC(=S)O1" gap_ev=9.42 charge=0 homo_energy_ha=-0.3612 e_tot_ha=-739.418344 relative_energy_kcal_mol=20.7
O 2.553595 -0.894633 0.072787 -1.6368 1.0564 -0.7737
C 1.547471 -0.261682 -0.061260 0.1525 -0.3963 1.4147
O 1.387035 1.081359 -0.045048 -0.6364 -1.3684 -0.2303
C -0.033972 1.344363 0.036985 -0.3097 1.0326 -0.0097
C -0.783054 0.009336 0.002656 2.3129 1.0714 -0.0990
S -2.339509 -0.312157 0.009339 -0.0919 -0.0939 0.0349
O 0.250890 -0.861419 -0.049703 0.5319 -1.1132 -0.2710
H -0.192713 1.876440 0.989962 -0.1894 -0.1197 -0.5159
H -0.289984 1.963512 -0.833962 -0.1330 -0.0691 0.4501

=====

Entry 5:
9
Properties=species:S:1:pos:R:3:forces:R:3 method="wB97M-V/def2-TZVPD" gap_ev="7.00 / 6.87" charge=+1 homo_energy_ha="-0.4331 / -0.4284" e_tot_ha=-371.647788 relative_energy_kcal_mol=48.6 multiplicity=2
O 1.998495 -0.593019 -0.107288 -0.1808 -0.4123 -0.0046
C 0.754753 -0.699746 0.009597 -0.2568 0.0660 0.2101
C -0.030411 0.498674 0.181962 -0.5202 0.3385 -1.8034
O 0.593656 1.661517 -0.007335 1.2999 0.1282 0.7794
Sr 2.849825 1.566299 -0.162105 -0.5837 0.3237 0.0141
H 0.267971 -1.680072 -0.093765 0.1369 0.1833 0.1941
C -1.378265 0.444094 -0.003073 0.2943 -0.2967 0.5781
O -2.154550 -0.576175 -0.216520 -0.0474 -0.4606 0.1067
H -2.901474 -0.621572 0.398526 -0.1420 0.1298 -0.0743

=====

Entry 6:
9
Properties=species:S:1:pos:R:3:forces:R:3 method="wB97M-V/def2-TZVPD" gap_ev="5.76 / 5.76" charge=+3 homo_energy_ha="-0.7933 / -0.7933" e_tot_ha=-378.194457 relative_energy_kcal_mol=0.0
C -0.319121 0.293233 0.023539 -0.5841 -3.3978 -2.8886
C 0.284891 -0.883221 -0.331095 0.4059 2.6479 0.4574
O -0.160344 -1.407799 -1.636020 0.9084 0.6101 1.0489
C -0.878548 -2.348183 -1.372779 -3.6372 -3.3020 -1.9672
O -1.667895 -3.174338 -1.403632 2.0185 1.5709 0.7821
O 0.090439 0.991957 1.011293 0.1481 5.4552 4.7133
H -1.214644 0.604761 -0.534638 0.3664 0.0593 0.0934
H 1.225817 -1.307861 0.008403 -0.2455 -0.1121 -0.0365
Y -0.137695 2.868301 2.261707 0.6195 -3.5317 -2.2029

=====

Entry 7:
9
Properties=species:S:1:pos:R:3:forces:R:3 method="wB97M-V/def2-TZVPD" gap_ev="2.64 / 3.34" charge=+2 homo_energy_ha="-0.4836 / -0.6197" e_tot_ha=-1499.060608 relative_energy_kcal_mol=50.0 multiplicity=3
H -3.287751 0.160122 1.065809 0.4266 2.5151 -0.5094
C -2.588136 0.437839 0.165856 0.2679 -0.7697 4.0084
C -2.719404 -0.768957 -0.434137 3.0371 -2.0831 -4.2647
O -1.434941 -1.286631 -0.600147 -3.3927 -0.8575 -0.9711
C -0.584109 -0.363471 -0.211505 3.6181 -0.0773 0.7893
O -1.244279 0.631909 0.377842 -1.6597 1.6608 0.3218
O 0.625846 -0.472961 -0.255116 -2.0569 0.3790 -0.0923
Yb 2.896176 0.416133 0.246476 0.2190 -0.0116 0.0071
H -3.478651 -1.122818 -1.125514 -0.4594 -0.7557 0.7110